Density functional theory data (ωB97M-V with the def2-TZVPD basis set) for a single C3H6O2 molecule.

CARTESIAN COORDINATES (ANGSTROEM)
O -1.767 -0.721 -0.626
C -1.029 0.385 -0.282
C 1.163 0.879 0.801
C 1.070 -0.584 0.591
O 0.382 0.099 -0.503
H -1.655 -0.869 -1.573
H -1.206 1.261 -0.920
H -1.254 0.628 0.766
H 2.068 1.209 0.271
H 0.383 -1.176 1.197
H 1.896 -1.171 0.185

Properties
- charge = 0
- LUMO (eV) = 0.686
- highest occupied orbital energy (eV) = -8.2
- calculated total energy (Ha) = -268.21442